A molecular structure, C36H54N5O2P2Sr at a distorted geometry. Source: the Open Molecules 2025 dataset; level of theory: ωB97M-V with the def2-TZVPD basis set.

Atoms and positions in Å:
1 C -1.54 -1.80 -1.97
2 C 0.63 -2.50 -1.46
3 C -1.68 -2.74 -3.00
4 C 0.45 -3.64 -2.32
5 C -0.69 -3.73 -3.10
6 H -2.55 -2.70 -3.64
7 H 1.24 -4.38 -2.33
8 H -0.81 -4.55 -3.81
9 N -0.46 -1.72 -1.17
10 P -2.93 -0.51 0.09
11 P 2.64 -0.92 -0.03
12 C -2.61 -0.74 -1.71
13 H -2.24 0.21 -2.12
14 H -3.54 -0.97 -2.26
15 C 1.92 -2.22 -0.93
16 H 2.61 -3.08 -0.97
17 C 3.88 -0.30 -1.36
18 C 3.53 -1.72 1.51
19 C -3.79 1.18 0.13
20 C -4.00 -2.00 0.45
21 C 4.03 1.19 -1.02
22 H 4.48 1.33 -0.03
23 H 4.67 1.67 -1.77
24 H 3.05 1.68 -1.02
25 C 5.22 -1.04 -1.35
26 H 5.79 -0.91 -0.41
27 H 5.10 -2.11 -1.55
28 H 5.84 -0.62 -2.16
29 C 3.25 -0.51 -2.74
30 H 3.85 0.01 -3.50
31 H 3.18 -1.57 -3.00
32 H 2.24 -0.09 -2.78
33 C 4.37 -0.61 2.15
34 H 3.76 0.29 2.36
35 H 4.78 -0.97 3.11
36 H 5.23 -0.31 1.53
37 C 2.43 -2.16 2.50
38 H 1.84 -1.31 2.88
39 H 1.76 -2.91 2.07
40 H 2.92 -2.61 3.38
41 C 4.39 -2.94 1.19
42 H 5.21 -2.73 0.49
43 H 4.86 -3.28 2.13
44 H 3.80 -3.78 0.79
45 C -4.60 -1.83 1.85
46 H -5.18 -2.74 2.08
47 H -3.83 -1.72 2.62
48 H -5.30 -0.99 1.90
49 C -3.08 -3.24 0.43
50 H -2.73 -3.47 -0.58
51 H -2.22 -3.13 1.09
52 H -3.67 -4.11 0.78
53 C -5.10 -2.22 -0.59
54 H -5.70 -3.09 -0.25
55 H -5.79 -1.38 -0.67
56 H -4.71 -2.46 -1.58
57 C -3.00 2.20 -0.71
58 H -3.10 2.00 -1.79
59 H -3.43 3.20 -0.53
60 H -1.93 2.24 -0.46
61 C -3.83 1.64 1.61
62 H -2.83 1.76 2.04
63 H -4.33 2.62 1.64
64 H -4.42 0.96 2.24
65 C -5.21 1.06 -0.44
66 H -5.21 0.66 -1.46
67 H -5.87 0.46 0.20
68 H -5.64 2.07 -0.48
69 Sr -0.04 -0.01 1.04
70 C -1.16 -1.89 2.89
71 O -1.19 -2.69 3.71
72 N 0.46 1.01 -1.20
73 C 0.67 1.43 -2.28
74 C 0.72 2.25 -3.45
75 C 0.43 3.62 -3.32
76 C 0.99 1.72 -4.72
77 C 0.48 4.46 -4.44
78 H 0.14 4.01 -2.35
79 C 1.04 2.55 -5.83
80 H 1.12 0.64 -4.82
81 C 0.79 3.92 -5.70
82 H 0.28 5.53 -4.33
83 H 1.28 2.13 -6.81
84 H 0.83 4.58 -6.57
85 C 2.45 3.82 3.29
86 N 1.34 3.00 3.79
87 C 0.68 3.31 4.95
88 C -0.41 2.56 5.32
89 C -0.79 1.50 4.48
90 N -0.15 1.22 3.34
91 C 0.95 1.95 3.01
92 O 1.60 1.66 1.96
93 N -1.89 0.73 4.73
94 H 2.67 4.57 4.05
95 H 2.16 4.32 2.35
96 H 3.33 3.19 3.11
97 H 1.09 4.16 5.49
98 H -0.98 2.77 6.22
99 H -2.27 0.75 5.67
100 H -1.98 -0.15 4.23

Calculated values
LUMO level   -3.0 eV
Energy above the lowest of the compared OMol25 structures with the same formula, charge and spin   0.0 kJ/mol
Total charge   +1
Energy   -69164.4808 eV
Highest occupied orbital energy   -7.7 eV